Computed, not measured: an isolated molecule of C4H11NOS2, with ωB97M-V/def2-TZVPD.

Geometry as XYZ:
```
19
Properties=species:S:1:pos:R:3:forces:R:3
C -2.863 -1.158 -1.822 -1.5 -2.3 -1.4
S -1.138 -1.376 -2.384 0.0 1.4 -0.1
S 0.139 -1.991 -0.929 -0.4 -0.8 0.1
C 0.363 -0.818 0.402 3.0 -0.3 0.1
C 1.166 0.475 0.111 -1.7 0.4 -1.0
N 0.305 1.562 -0.363 -1.2 1.5 1.4
C 1.975 0.871 1.348 1.0 1.0 -1.1
O 1.149 1.163 2.453 0.0 -0.5 1.1
H -3.402 -0.300 -2.237 0.8 0.3 -0.1
H -3.348 -2.052 -2.355 0.3 1.2 1.0
H -3.154 -1.226 -0.782 0.6 -0.1 0.4
H 1.239 -1.347 0.920 -1.8 -0.2 0.0
H -0.532 -0.730 1.002 0.1 0.2 0.3
H 1.777 0.359 -0.814 0.4 -0.7 1.2
H -0.518 1.205 -0.847 0.4 -0.1 -0.2
H -0.107 2.086 0.440 0.6 -0.5 -0.7
H 2.505 1.792 1.099 0.2 0.1 -0.3
H 2.779 0.131 1.482 -0.5 -0.2 0.5
H 1.663 1.353 3.275 -0.4 -0.3 -1.3
```
Forces are in eV/Å.

For the energy above the lowest of the compared OMol25 structures with the same formula, charge and spin, the calculation gives 201.8 kJ/mol. For the HOMO-LUMO gap, the calculation gives 8.84 eV. The structure (SMILES) is CSSC[C@@H](N)CO. The calculation puts the HOMO energy at -8.215 eV.